C21H23BF2IrN7OS2 as an isolated structure. Source: OMol25; level of theory: ωB97M-V/def2-TZVPD.

Output
ΔE to the lowest compared entry with this formula, charge and spin ... 0.00 kJ/mol
LUMO level (alpha / beta) ... -3.029 / -5.138 eV
Total charge ... +1
Expectation value of S² ... 0.76
Gap between HOMO and LUMO (alpha / beta) ... 0.294 / 0.217 Ha
2S+1 ... 2
HOMO (alpha / beta) ... -11.0 / -11.0 eV

XYZ file:
```
58
Properties=species:S:1:pos:R:3:forces:R:3:nbo_charge:R:1
Ir -0.23604 -0.42651 -0.02517 -0.055 -0.133 0.089 0.9213
O 1.96490 2.39767 1.70572 0.010 -0.002 -0.020 -0.5613
C 1.33608 1.39078 1.45942 -0.088 0.029 0.183 0.6317
N 0.24346 1.32371 0.63766 0.017 -0.049 -0.126 -0.5384
C -0.12296 2.46030 -0.18368 -0.022 0.017 0.032 -0.2851
C -1.19602 2.03300 -1.15134 -0.014 0.053 -0.007 0.2426
C -1.92828 2.94812 -1.88778 0.001 -0.007 0.006 -0.2292
C -2.90877 2.49368 -2.75087 -0.003 -0.023 -0.006 -0.1206
C -3.15056 1.13021 -2.84638 -0.010 0.023 -0.009 -0.2332
C -2.39349 0.26593 -2.08639 0.030 0.036 -0.001 0.0670
N -1.42554 0.71039 -1.27419 -0.010 -0.053 0.013 -0.4434
C 1.67628 0.04294 2.04150 0.018 0.012 -0.009 0.0971
C 2.57860 -0.09454 3.06877 -0.006 0.008 -0.012 -0.1964
C 2.78563 -1.36328 3.60044 0.002 -0.007 0.010 -0.1316
C 2.06793 -2.43028 3.09546 -0.002 0.002 -0.002 -0.2178
C 1.18056 -2.22175 2.04913 -0.007 0.002 -0.005 0.0951
N 1.01394 -1.01249 1.52026 0.013 -0.039 -0.039 -0.4299
H 0.75236 2.81482 -0.74148 0.009 -0.011 -0.002 0.2427
H -0.46894 3.29666 0.42776 -0.007 0.006 -0.011 0.2470
H -1.73039 4.00496 -1.77234 0.002 -0.001 0.005 0.2407
H -3.48946 3.19643 -3.33281 -0.004 -0.002 0.000 0.2398
H -3.92422 0.73898 -3.49085 0.000 0.000 0.000 0.2422
H -2.54145 -0.80412 -2.08650 -0.002 -0.012 0.006 0.2438
H 3.08358 0.78669 3.43900 0.000 -0.001 0.002 0.2588
H 3.48626 -1.50772 4.41176 -0.001 0.001 0.001 0.2394
H 2.18162 -3.42726 3.49583 0.003 0.000 0.002 0.2457
H 0.59173 -3.01590 1.61742 -0.007 0.006 0.005 0.2590
C -1.47841 -2.89704 -3.95555 0.019 0.000 -0.013 -0.4022
N -0.14177 -3.16909 -3.45352 0.065 0.026 0.056 -0.3364
C 0.92685 -3.55527 -4.23190 0.004 0.015 0.017 -0.0658
C 1.98117 -3.68872 -3.39746 -0.033 -0.016 -0.017 -0.0405
N 1.55974 -3.39459 -2.12178 -0.010 -0.037 0.037 -0.4798
B 2.47984 -3.47429 -0.87810 -0.002 -0.023 -0.034 0.1871
N 3.25791 -2.10660 -0.69511 0.043 0.008 0.029 -0.4567
C 4.49864 -2.07733 -0.10456 0.036 0.057 0.019 -0.0381
C 4.91063 -0.78882 -0.03814 -0.032 -0.028 -0.017 -0.0734
N 3.90628 -0.02667 -0.58749 0.043 -0.034 -0.034 -0.3309
C 3.97100 1.41240 -0.80843 0.028 0.001 -0.053 -0.4064
C 2.90981 -0.85142 -0.98125 -0.098 0.086 -0.038 0.2609
S 1.45633 -0.29507 -1.76289 0.133 0.085 0.052 -0.1384
C 0.26398 -3.06263 -2.17058 -0.033 -0.109 -0.151 0.3077
S -0.81526 -2.67016 -0.87223 -0.050 0.090 0.137 -0.1853
H -1.54294 -3.27802 -4.97107 -0.006 -0.008 0.005 0.2250
H -1.66272 -1.82419 -3.96453 -0.007 0.000 -0.018 0.2085
H -2.22037 -3.39050 -3.33394 0.004 0.005 0.007 0.2370
H 0.83069 -3.71563 -5.29044 0.008 0.001 -0.002 0.2364
H 2.99276 -3.99350 -3.59528 0.002 0.002 0.003 0.2430
H 3.32429 -4.30657 -1.07588 -0.007 -0.002 -0.009 -0.0312
H 1.82884 -3.69724 0.09900 -0.003 -0.029 -0.036 -0.0389
H 4.99083 -2.98366 0.19897 -0.005 -0.002 0.012 0.2460
H 5.82454 -0.35193 0.32242 -0.006 0.002 0.010 0.2402
H 4.89268 1.77826 -0.36465 0.002 -0.002 -0.003 0.2268
H 3.13339 1.91373 -0.33377 0.017 -0.004 -0.019 0.2289
H 3.97132 1.62716 -1.87492 0.003 0.002 -0.002 0.2246
F -1.72160 -1.97750 1.94628 0.022 -0.010 -0.002 -0.3522
C -1.87118 -0.85594 1.18911 -0.015 0.058 -0.065 0.3888
F -3.02209 -1.02144 0.47189 0.006 0.014 0.028 -0.3574
H -2.03348 -0.01734 1.87563 0.005 -0.002 -0.003 0.1457
```
Positions in Å, forces in eV/Å.

C21H23BFNO2OsSi as an isolated structure in a non-equilibrium geometry. Source: OMol25; level of theory: ωB97M-V/def2-TZVPD.

Output
ΔE to the lowest compared entry with this formula, charge and spin ... 0.00 kJ/mol
LUMO level (alpha / beta) ... -8.972 / -8.961 eV
Total charge ... +2
Gap between HOMO and LUMO (alpha / beta) ... 0.177 / 0.177 Ha
2S+1 ... 1
HOMO (alpha / beta) ... -13.8 / -13.8 eV

XYZ file:
```
51
Properties=species:S:1:pos:R:3:forces:R:3:lowdin_charge:R:1
Os 0.15841 0.54810 -0.36414 -1.118 0.696 -0.334 1.4487
C 0.46194 0.67614 1.85475 0.203 -0.181 -0.052 -0.1288
C 0.74200 1.95917 1.35909 0.043 0.089 0.020 -0.1120
C -0.20791 2.59978 0.54533 0.217 -0.070 0.071 -0.1294
C -1.47655 2.00966 0.31112 -0.015 -0.135 0.129 -0.1111
C -1.77785 0.74435 0.85278 0.078 0.178 0.051 -0.0840
C -0.78598 0.05221 1.58629 0.170 -0.203 -0.093 -0.1200
H 1.22998 0.13469 2.38846 -0.030 -0.048 -0.008 0.1472
H 1.71907 2.39404 1.51313 -0.008 0.022 -0.027 0.1505
H 0.04987 3.54118 0.08110 -0.071 0.006 -0.025 0.1409
H -2.18404 2.50611 -0.33895 -0.002 -0.003 -0.003 0.1381
H -2.71483 0.25639 0.61926 -0.001 0.003 -0.006 0.1453
H -0.95240 -0.95051 1.95136 -0.108 0.006 -0.026 0.1411
C -2.10023 1.01536 -3.94694 -0.011 0.056 0.024 -0.1392
Si -0.33648 0.92547 -3.39215 0.170 -0.176 -0.059 0.5366
C 0.98611 0.33338 -4.53675 -0.016 -0.009 -0.024 -0.1294
C 0.18199 2.58895 -2.73195 0.055 -0.038 0.093 -0.1730
N -0.32344 -0.38469 -1.93294 0.599 -0.099 0.289 -0.1303
C -0.57914 -1.69566 -2.22493 -0.083 -0.155 -0.009 -0.2400
C -0.99168 -2.13931 -3.50896 0.001 0.048 0.015 -0.0036
C -1.18183 -3.46843 -3.77577 -0.011 -0.049 0.004 -0.0179
C -0.96479 -4.42399 -2.77652 0.005 0.035 0.011 0.0194
C -0.55515 -4.04499 -1.50671 -0.017 -0.032 -0.057 0.0427
C -0.37943 -2.70979 -1.24856 0.052 0.093 0.030 -0.1877
F 0.02391 -2.35202 -0.03185 -0.013 -0.040 -0.018 0.0853
H -2.18432 1.90170 -4.58351 -0.006 -0.004 0.001 0.0632
H -2.77427 1.16815 -3.10082 0.005 -0.004 0.004 0.0484
H -2.46609 0.16744 -4.52088 0.007 0.006 -0.004 0.0417
H 1.16522 1.13116 -5.26348 0.006 -0.012 -0.005 0.0622
H 0.76837 -0.57547 -5.09295 -0.017 -0.013 0.015 0.0460
H 1.91342 0.18315 -3.97830 -0.009 -0.008 0.010 0.0480
H 0.45347 3.14001 -3.64028 -0.013 -0.001 -0.006 0.0690
H 1.07808 2.59759 -2.10751 0.013 0.025 -0.036 0.0377
H -0.61956 3.15016 -2.25447 0.005 -0.016 0.014 0.0359
H -1.16028 -1.42219 -4.29514 -0.001 -0.004 0.008 0.0806
H -1.49691 -3.78146 -4.76092 -0.004 0.002 0.001 0.1308
H -1.11604 -5.47308 -2.99382 0.001 -0.001 -0.002 0.1358
H -0.37425 -4.76683 -0.72236 0.004 0.003 0.001 0.1435
O 2.80493 -0.64366 -1.51198 -0.056 0.008 -0.020 0.1300
B 2.22995 -0.06804 -0.40086 -0.019 0.006 0.019 -0.5875
O 3.11050 0.05132 0.64793 -0.046 0.029 0.006 0.1397
C 4.30821 -0.48057 0.16917 -0.018 -0.021 -0.074 -0.1760
C 5.51281 -0.60237 0.82082 -0.057 0.032 0.041 0.0272
C 6.54153 -1.17827 0.08636 0.070 -0.064 -0.118 -0.0486
C 6.35561 -1.60385 -1.23026 0.112 0.010 0.117 -0.0508
C 5.13202 -1.47334 -1.87386 -0.083 0.012 -0.036 0.0223
C 4.12390 -0.90106 -1.13356 0.020 0.021 0.068 -0.1815
H 5.65004 -0.27025 1.83999 -0.001 0.001 0.002 0.1306
H 7.51191 -1.29905 0.54725 0.001 -0.003 -0.007 0.1178
H 7.18576 -2.04546 -1.76367 0.003 0.001 0.008 0.1171
H 4.98169 -1.79957 -2.89322 -0.003 0.000 -0.001 0.1279
```
Positions in Å, forces in eV/Å.

C21H23BrCoN7OS as an isolated structure in a non-equilibrium geometry. Source: OMol25; level of theory: ωB97M-V/def2-TZVPD.

Output
ΔE to the lowest compared entry with this formula, charge and spin ... 119.85 kJ/mol
LUMO level (alpha / beta) ... -3.161 / -3.008 eV
Total charge ... +1
Expectation value of S² ... 0.77
Gap between HOMO and LUMO (alpha / beta) ... 0.264 / 0.269 Ha
2S+1 ... 2
HOMO (alpha / beta) ... -10.4 / -10.3 eV

XYZ file:
```
55
Properties=species:S:1:pos:R:3:forces:R:3:nbo_charge:R:1
Co -0.20515 -0.21028 -0.58379 0.856 1.289 -1.571 1.1662
C 2.96255 2.69893 -0.26790 -0.032 -0.142 -0.115 -0.6810
C 2.00720 1.56619 -0.08521 0.127 0.136 -1.465 0.2032
N 1.33981 1.05903 -1.08089 -1.569 -0.443 1.458 -0.2536
N 1.55723 1.50899 -2.31011 1.625 0.756 -0.760 -0.4579
C 0.70555 1.17641 -3.24599 -0.801 -0.396 0.424 0.3141
N 0.97657 1.47190 -4.52536 0.108 0.111 0.106 -0.7659
S -0.80692 0.43236 -2.89343 0.146 -0.678 0.528 -0.3371
C 1.74726 0.97409 1.20545 -0.284 -0.353 0.889 0.1747
C 2.66914 1.03629 2.25654 -0.239 0.101 -0.388 -0.2243
C 2.33964 0.48463 3.47617 -0.425 -0.146 0.053 -0.1343
C 1.09007 -0.11275 3.62351 0.233 0.206 0.036 -0.2405
C 0.24594 -0.15915 2.52993 -0.073 0.094 0.196 0.0576
N 0.55429 0.35354 1.34286 0.451 -0.610 -0.041 -0.4956
H 2.65365 3.27961 -1.13362 0.044 -0.006 -0.010 0.2617
H 3.96723 2.33053 -0.46611 0.181 0.018 -0.018 0.2440
H 2.98539 3.34094 0.60678 0.038 0.001 0.162 0.2280
H 1.84519 1.90912 -4.78170 -0.002 0.037 0.078 0.4118
H 0.30184 1.24109 -5.23366 0.088 0.023 0.059 0.4147
H 3.63317 1.49371 2.09461 0.013 0.114 0.000 0.2383
H 3.02365 0.53876 4.30980 0.080 -0.056 0.024 0.2361
H 0.77788 -0.52242 4.57082 -0.046 -0.063 0.047 0.2357
H -0.73823 -0.60021 2.62432 -0.024 -0.116 -0.065 0.1992
C -3.06670 -2.11621 -2.75848 0.216 -0.117 -0.014 -0.7155
C -2.62808 -1.66035 -1.39970 -0.832 -0.057 0.023 0.7368
O -1.48071 -1.80090 -0.97420 0.351 -0.145 0.461 -0.7074
N -3.58201 -1.09863 -0.63923 0.017 0.122 -0.010 -0.5829
C -3.30539 -0.63741 0.70351 0.235 0.049 0.095 -0.2608
C -2.92625 0.82333 0.74272 -0.295 0.205 0.153 0.2006
C -3.72561 1.73309 1.42249 0.082 -0.054 -0.003 -0.2420
C -3.38194 3.07399 1.42683 0.132 -0.069 -0.190 -0.1426
C -2.26077 3.46220 0.71185 -0.108 -0.058 0.038 -0.2333
C -1.52684 2.49280 0.04895 -0.063 0.170 -0.004 0.0645
N -1.83377 1.19916 0.07464 -0.114 -0.157 0.029 -0.4986
H -2.31666 -2.77817 -3.18083 0.019 0.023 0.011 0.2585
H -3.15105 -1.24052 -3.40170 -0.011 0.012 -0.055 0.2626
H -4.02794 -2.62290 -2.71451 -0.057 0.002 0.009 0.2360
H -4.47880 -0.88272 -1.04343 0.011 -0.112 -0.065 0.4136
H -2.46903 -1.24040 1.07087 -0.193 0.015 0.057 0.2279
H -4.18125 -0.82103 1.32756 0.107 0.017 -0.010 0.2251
H -4.60773 1.38871 1.93757 -0.111 -0.053 0.085 0.2261
H -3.98936 3.79705 1.94945 -0.027 0.060 0.051 0.2336
H -1.96764 4.49751 0.65455 0.073 0.099 -0.013 0.2345
H -0.66178 2.76828 -0.53700 0.115 -0.023 -0.057 0.2122
Br 5.06332 -3.11186 -1.27030 -0.397 0.042 0.174 0.0990
C 3.37494 -3.01631 -0.40002 0.171 -0.079 -0.052 -0.1059
C 3.08547 -3.84444 0.67434 0.034 0.233 -0.248 -0.1802
C 1.83529 -3.72619 1.25625 -0.029 0.084 -0.094 -0.2358
C 0.94895 -2.78774 0.75728 0.085 -0.224 0.081 0.0491
N 1.23932 -1.97773 -0.25740 -0.194 0.184 -0.107 -0.4853
C 2.42307 -2.10264 -0.83963 0.465 -0.090 -0.092 0.0171
H 3.80914 -4.55614 1.03853 0.080 -0.062 0.008 0.2437
H 1.55734 -4.35423 2.08621 -0.079 -0.069 0.095 0.2350
H -0.03689 -2.69009 1.18219 -0.173 0.046 0.064 0.1987
H 2.63639 -1.46083 -1.68236 -0.006 0.129 -0.050 0.2205
```
Positions in Å, forces in eV/Å.

C21H23BrInNO6 as an isolated structure in a non-equilibrium geometry. Source: OMol25; level of theory: ωB97M-V/def2-TZVPD.

Output
LUMO level ... -0.766 eV
Total charge ... 0
Gap between HOMO and LUMO ... 0.275 Ha
2S+1 ... 1
HOMO ... -8.3 eV

XYZ file:
```
53
Properties=species:S:1:pos:R:3:forces:R:3:nbo_charge:R:1
In -2.53822 3.16343 -2.49907 -0.162 0.473 0.392 0.8311
O -2.30177 4.41117 4.28256 -0.001 0.153 0.327 -0.6385
C -2.28659 4.06002 2.98905 -0.033 -0.131 -0.805 0.3475
C -1.63272 2.91740 2.52966 0.073 -0.064 -0.293 -0.2707
C -1.69802 2.62148 1.17019 -0.278 0.827 0.543 0.0600
N -2.36793 3.35451 0.28627 0.149 -0.244 -0.360 -0.4512
C -2.96391 4.45562 0.72070 -0.315 0.354 -0.073 0.1237
C -2.94300 4.85329 2.05014 0.228 -0.228 0.396 -0.2416
C -3.71477 5.34296 -0.31913 0.333 -0.202 0.873 0.7549
O -4.20237 6.37141 0.10784 -0.173 0.331 0.209 -0.6478
O -3.72574 4.89281 -1.49187 0.279 -0.649 -1.100 -0.8420
C -1.08777 1.36322 0.74656 -0.337 -1.477 1.540 0.8034
O -0.94702 0.38534 1.42736 0.004 1.136 -0.560 -0.5017
O -0.78862 1.24436 -0.63307 0.260 -1.290 0.520 -0.1719
H -1.82851 3.76459 4.82122 -0.039 0.061 -0.098 0.4862
H -1.08197 2.27345 3.20128 -0.010 -0.092 0.003 0.2311
H -3.43342 5.76708 2.34083 -0.116 0.111 -0.047 0.2682
C 1.91041 -4.54990 -0.03646 -0.233 0.068 -0.072 -0.6063
C 0.47217 -4.21976 -0.44190 0.030 -0.187 0.016 -0.0845
C 0.05958 -5.13812 -1.60088 0.077 0.175 0.155 -0.5958
C -0.44838 -4.45987 0.76853 0.149 -0.045 -0.131 -0.5922
C 0.29255 -2.75910 -0.81876 -0.114 0.222 -0.116 0.0169
C -0.96324 -2.31531 -1.22450 0.057 0.215 -0.043 -0.2038
C -1.20938 -0.96155 -1.26666 -0.212 0.480 0.030 -0.0760
Br -2.96220 -0.31550 -1.67263 0.182 -0.455 0.105 0.0896
C -0.23172 -0.02770 -0.93381 -0.188 -1.417 -0.489 0.1705
O -0.29824 2.35027 -1.31097 0.282 1.780 -1.081 -0.5537
C 1.09283 -0.43011 -0.72894 -0.265 0.469 0.035 0.1083
C 1.29756 -1.80960 -0.67775 -0.127 0.081 -0.019 -0.1921
C 2.25678 0.55040 -0.60338 0.188 0.216 -0.029 -0.1006
C 2.01336 1.58592 0.50816 0.008 -0.093 -0.079 -0.6266
C 3.58620 -0.15447 -0.30769 -0.260 0.032 -0.030 -0.6046
C 2.41315 1.25525 -1.96313 -0.056 0.063 0.033 -0.6123
H 1.97611 -5.59657 0.24902 -0.018 -0.125 0.024 0.2179
H 2.22633 -3.95614 0.81743 0.088 0.084 0.093 0.2111
H 2.60069 -4.38645 -0.85990 0.143 0.038 -0.099 0.2112
H 0.24266 -6.17782 -1.33622 -0.006 -0.083 0.029 0.2136
H 0.63548 -4.90264 -2.49349 0.029 -0.023 -0.116 0.2143
H -0.99721 -5.03217 -1.82943 -0.115 -0.014 -0.096 0.2065
H -0.38002 -5.49506 1.09333 0.018 -0.151 0.057 0.2114
H -1.48411 -4.24628 0.51907 -0.126 -0.012 -0.002 0.2094
H -0.16248 -3.81428 1.59687 0.017 0.044 0.091 0.2149
H -1.76634 -2.99601 -1.45082 -0.098 -0.110 0.034 0.2275
H 2.29096 -2.14977 -0.46536 0.217 -0.066 0.070 0.2210
H 1.69317 1.09826 1.42750 0.041 -0.027 0.131 0.2083
H 1.27873 2.32849 0.20614 -0.067 0.031 -0.001 0.2366
H 2.94032 2.11962 0.70852 0.079 0.040 0.027 0.2177
H 3.56133 -0.69125 0.63760 0.030 -0.119 0.124 0.2081
H 4.36766 0.59893 -0.24408 0.049 0.066 0.010 0.2198
H 3.85902 -0.83727 -1.10947 0.050 -0.130 -0.028 0.2092
H 1.53477 1.84776 -2.19840 0.021 -0.093 -0.037 0.2526
H 2.57398 0.52277 -2.75119 0.053 -0.091 -0.108 0.2045
H 3.26984 1.92290 -1.93688 0.214 0.068 0.044 0.2072
```
Positions in Å, forces in eV/Å.

Q: Which value of total charge does entry 1 give?
A: +1

Q: total charge of number 3 (C21H23BrCoN7OS)?
A: +1